Computed, not measured: a cluster of 8 separate species, C44H124N18O12P6 in total in a non-equilibrium geometry, with ωB97M-V with the def2-TZVPD basis set.

Atoms and positions in Å:
H1 8.199916 1.116669 1.077816
H2 2.769142 -2.381233 1.072693
C1 -0.053568 -0.116643 0.358802
C2 1.184955 8.893683 -3.051019
O1 3.228291 -0.577366 6.446785
H3 -4.202045 3.898625 -1.081566
H4 -0.480213 8.116100 2.110546
H5 5.115900 -7.186026 4.222513
H6 1.733855 2.210508 5.526500
H7 -0.784252 8.643475 -0.272274
N1 5.061139 1.858589 -0.665750
N2 -2.514365 7.525845 -0.742380
H8 -6.715368 -3.200418 -0.034780
C3 -2.496418 -9.454315 -1.334458
C4 0.531747 2.136650 0.107627
H9 3.352901 -1.865545 2.721368
H10 0.521321 -1.078960 7.260440
H11 6.995520 2.104516 -1.578728
O2 1.071645 -0.452818 0.198671
H12 -0.371139 4.852699 1.827422
H13 -4.370438 -5.424814 -1.917870
H14 3.256144 -2.853635 5.657246
N3 5.758788 4.446220 0.137248
C5 4.286360 -6.717408 2.327893
H15 4.935511 0.576272 5.060983
H16 1.433048 1.998684 0.701710
H17 0.317617 -5.677980 0.276604
N4 -2.804776 5.054555 -0.052419
H18 -0.173747 -7.391593 -0.076945
H19 0.291563 -4.166447 -2.050213
P1 -1.614578 -7.190959 -2.382145
C6 7.052825 3.430033 2.382085
H20 7.432504 0.921287 2.568071
H21 3.082895 1.781830 -1.572388
C7 7.224965 1.133587 1.501372
H22 0.428258 -1.216414 2.957005
H23 3.281220 -6.566306 2.710089
H24 0.937994 1.893778 7.082963
C8 3.430912 9.552763 -2.486171
H25 7.383786 5.620155 -0.217553
H26 -2.169647 -3.996889 0.989208
C9 2.090323 7.434917 -6.305929
H27 0.813305 2.115450 -0.940064
C10 -6.727707 -7.444418 -2.985685
O3 2.879820 -4.715265 1.579415
H28 -3.689381 -4.439405 -3.244483
H29 -2.492367 -7.116440 -4.961442
H30 5.651812 2.072475 -2.750207
N5 1.768345 -1.879407 4.543225
H31 -1.980223 -10.082081 -0.658388
H32 -2.203066 9.606600 -0.562394
H33 -0.227621 -2.341729 4.176815
H34 -2.145525 7.841716 1.488410
H35 -6.316355 -6.468605 -3.323512
H36 -0.721873 -4.725208 -3.346339
H37 1.012024 5.970023 1.787823
H38 -3.160710 6.039047 1.736451
H39 4.184083 -7.024271 1.267358
H40 4.468054 9.279769 -2.766454
C11 0.912770 1.770217 5.989094
H41 -9.830564 -5.816043 -1.454399
N6 -2.843128 -6.322378 -3.080471
P2 5.258306 2.924179 0.569981
C12 4.913946 5.698978 0.068273
H42 3.381208 9.385055 -1.375366
H43 -10.897543 -6.382387 -0.167911
H44 -9.241168 -8.680676 -1.077562
H45 6.148298 3.708533 2.890879
O4 -1.148070 -0.869120 0.560741
C13 6.014542 1.721369 -1.743849
C14 0.656525 -2.103290 3.603214
C15 -1.218843 7.379210 1.879815
C16 -9.981590 -5.827543 -0.387890
C17 -3.467790 -5.206727 -2.482947
H46 -2.558633 3.697308 -1.681874
H47 4.495756 2.093794 4.420326
H48 6.770992 4.810830 -1.700636
N7 -0.766019 6.521328 0.775336
C18 2.228141 1.067329 3.101464
H49 3.988201 5.514931 0.676452
N8 -8.846344 -6.447592 0.251926
H50 1.176196 -6.623616 -0.872496
C19 -8.319424 -8.755743 -1.629857
C20 -1.811065 -3.069900 1.374570
H51 4.721943 -8.631000 3.236206
H52 5.538763 6.567113 0.473176
H53 0.583800 4.934860 0.345956
H54 0.121295 -2.502363 0.346929
O5 -0.959946 5.797489 -1.812328
H55 0.657715 8.042553 -3.524956
H56 3.291249 1.290049 0.078738
H57 -8.566414 -5.126158 -2.706464
C21 -3.139886 3.832560 -0.763931
C22 -0.019423 -5.057917 -2.511025
H58 0.733684 5.277629 -4.009830
P3 -1.708430 6.153266 -0.579707
H59 -9.885245 -7.209547 1.936295
C23 6.959786 4.725999 -0.646686
H60 -5.512312 -3.561465 -1.253144
H61 2.717735 4.995633 -1.068063
H62 1.417197 8.306694 -6.152964
H63 -7.630959 -9.450968 -1.070102
H64 0.826193 8.936271 -2.053852
C24 -7.810384 -4.449101 -2.295857
H65 -2.701975 -6.380616 0.045410
H66 -2.463042 -7.864120 1.047032
H67 0.859321 9.799924 -3.534987
C25 4.405271 1.005829 4.278796
H68 -0.698750 0.297500 7.044363
C26 1.053372 5.707963 -4.969766
C27 -2.910613 -7.457598 0.083103
H69 -10.005942 -4.784418 0.071774
H70 4.752733 5.964856 -0.931878
C28 0.185885 -6.442961 -0.521744
H71 1.190220 1.200587 3.466200
H72 -4.372609 6.573807 -1.240092
H73 -1.970364 -9.731422 -2.232124
O6 -6.429796 -7.023257 0.388261
H74 -1.354919 8.880247 -1.919790
H75 1.353071 5.146892 -2.239494
H76 3.974391 0.205414 -1.168599
H77 6.102876 0.644801 -1.854594
H78 0.874264 -2.884214 2.838008
P4 -7.425886 -6.559854 -0.521597
N9 2.981750 0.668627 4.248473
H79 -4.485148 5.029483 1.193982
H80 4.255314 -1.237659 1.268519
H81 6.592311 0.333745 1.107865
O7 -0.992328 -7.999174 -3.423216
H82 7.753723 3.923212 -0.417445
C29 2.406861 -3.112279 5.073004
H83 -5.617103 -4.567734 0.304461
H84 6.157572 -7.585654 2.901801
C30 2.206931 5.650017 -1.815353
H85 2.638129 -3.802115 4.220908
H86 2.529737 2.045696 2.622187
C31 -3.291442 -6.498205 -4.464741
H87 -2.724698 -4.750446 -1.849115
H88 4.004256 4.064354 -2.435849
H89 -7.247001 -3.988514 -3.186502
H90 -3.678114 7.733170 -2.379891
H91 -3.589617 -9.701351 -1.283570
P5 2.327416 -0.424392 5.301622
H92 -2.968417 2.960304 -0.126410
H93 -0.036121 2.164508 5.547329
H94 -1.230872 -3.269004 2.280987
P6 3.268680 7.195537 -3.888791
C32 -3.851023 7.500314 -1.298590
H95 -0.692613 -1.090119 6.009336
H96 3.183062 10.552549 -2.779915
H97 -7.259718 -7.825362 -3.823566
H98 -4.272299 -7.003934 -4.520710
H99 1.604721 6.787636 -7.073007
H100 1.607990 -3.610145 5.702922
H101 -3.064546 4.248775 1.837569
H102 -4.016423 -7.688327 0.124725
C33 3.824689 4.707006 -3.279731
C34 3.632178 -2.061029 1.706748
H103 -8.128824 -7.357274 2.037585
N10 2.196875 6.669990 -5.051782
O8 4.898617 -5.375054 2.319678
H104 2.254920 0.348190 2.298999
N11 -2.241598 -8.040104 -1.091669
C35 -8.932248 -6.707096 1.710749
N12 6.675150 2.445759 1.311366
H105 3.170873 4.101791 -3.950534
C36 -0.014946 -0.413488 6.536771
C37 -1.690395 8.740789 -0.908611
H106 -2.643271 -2.351515 1.624281
H107 -1.428789 6.843595 2.763119
H108 4.762610 4.909033 -3.766634
N13 -0.665579 -5.983741 -1.636971
O9 4.568993 7.537011 -4.430826
H109 -4.562940 8.249864 -0.945486
H110 -8.490471 -9.206283 -2.592947
H111 1.192529 4.879106 -5.683966
H112 0.048809 3.070348 0.328649
H113 0.837040 -5.528305 -2.981365
C38 0.206210 5.513849 1.192003
C39 4.002926 -4.491799 1.894045
C40 5.133290 -7.595269 3.256499
H114 7.743139 3.081000 3.147956
N14 -7.731290 -7.442785 -1.884696
H115 3.008195 7.912435 -6.486231
H116 -5.852157 -8.068831 -2.756802
O10 4.522189 -3.239432 1.794204
N15 -7.033658 -5.044406 -1.246439
H117 -1.382902 -2.411051 -0.599275
H118 -8.479950 -3.649221 -1.945383
N16 0.907780 0.342596 5.711077
C41 -3.393731 5.118822 1.257474
O11 -0.487945 1.138657 0.341869
H119 4.880315 0.697885 3.299583
C42 3.793053 1.229397 -0.883049
H120 1.818924 6.622754 -1.459823
H121 7.599231 4.237824 1.916269
O12 3.988740 3.084772 1.252558
N17 2.594915 8.591194 -3.196281
C43 -0.904939 -2.302744 0.351173
H122 0.164547 6.152624 -5.353379
C44 -6.196461 -4.055258 -0.512724
H123 -3.421111 -5.526563 -4.978914
H124 -9.035235 -5.753450 2.255981
N18 3.269054 5.941970 -2.769223

Cartesian forces (eV/Å) of the 2 atoms listed first:
0.91 -0.39 -0.83
0.64 0.82 0.50

The SMILES is CN(C)P(=O)(N(C)C)N(C)C.CN(C)P(=O)(N(C)C)N(C)C.CN(C)P(=O)(N(C)C)N(C)C.CN(C)P(=O)(N(C)C)N(C)C.CN(C)P(=O)(N(C)C)N(C)C.CN(C)P(=O)(N(C)C)N(C)C.CCOC(=O)OC.CCOC(=O)OC. The LUMO energy comes out at 0.4341 eV. Its orbital gap is 0.3193 Ha. Its net charge is 0.

Here are the Mulliken charges for atoms 1 to 99, given in e: number 1, H, carries 0.331; number 2, H, carries 0.035; number 3, C, carries 0.764; number 4, C, carries -1.376; number 5, O, carries -0.970; number 6, H, carries 0.270; number 7, H, carries 0.276; number 8, H, carries 0.321; number 9, H, carries 0.431; number 10, H, carries 0.280; number 11, N, carries 0.988; number 12, N, carries 0.309; number 13, H, carries 0.231; number 14, C, carries -1.172; number 15, C, carries 0.804; number 16, H, carries -0.370; number 17, H, carries 0.299; number 18, H, carries 0.331; number 19, O, carries -0.581; number 20, H, carries 0.467; number 21, H, carries -0.002; number 22, H, carries 0.383; number 23, N, carries 0.871; number 24, C, carries -0.131; number 25, H, carries 0.557; number 26, H, carries -0.296; number 27, H, carries 0.027; number 28, N, carries 0.603; number 29, H, carries 0.370; number 30, H, carries 0.316; number 31, P, carries 0.359; number 32, C, carries -1.244; number 33, H, carries 0.388; number 34, H, carries -0.087; number 35, C, carries -1.216; number 36, H, carries 0.256; number 37, H, carries 0.272; number 38, H, carries 0.405; number 39, C, carries -1.072; number 40, H, carries 0.464; number 41, H, carries -0.079; number 42, C, carries -1.084; number 43, H, carries 0.387; number 44, C, carries -0.960; number 45, O, carries -0.488; number 46, H, carries 0.529; number 47, H, carries 0.327; number 48, H, carries 0.162; number 49, N, carries 0.782; number 50, H, carries 0.391; number 51, H, carries 0.440; number 52, H, carries 0.477; number 53, H, carries 0.563; number 54, H, carries 0.150; number 55, H, carries 0.272; number 56, H, carries 0.391; number 57, H, carries 0.307; number 58, H, carries 0.297; number 59, H, carries 0.299; number 60, C, carries -1.244; number 61, H, carries 0.266; number 62, N, carries 0.837; number 63, P, carries 0.020; number 64, C, carries -0.914; number 65, H, carries 0.222; number 66, H, carries 0.341; number 67, H, carries 0.281; number 68, H, carries 0.405; number 69, O, carries -0.394; number 70, C, carries -1.054; number 71, C, carries -1.077; number 72, C, carries -1.431; number 73, C, carries -0.992; number 74, C, carries -0.732; number 75, H, carries 0.239; number 76, H, carries 0.311; number 77, H, carries 0.109; number 78, N, carries 0.502; number 79, C, carries 0.053; number 80, H, carries -0.060; number 81, N, carries 0.386; number 82, H, carries 0.374; number 83, C, carries -0.969; number 84, C, carries -0.685; number 85, H, carries 0.356; number 86, H, carries 0.383; number 87, H, carries -0.633; number 88, H, carries 0.231; number 89, O, carries -0.780; number 90, H, carries 0.212; number 91, H, carries -0.321; number 92, H, carries 0.438; number 93, C, carries -1.118; number 94, C, carries -1.176; number 95, H, carries 0.256; number 96, P, carries 0.685; number 97, H, carries 0.302; number 98, C, carries -1.244; number 99, H, carries 0.371